51
Properties=species:S:1:pos:R:3:forces:R:3:mulliken_charge:R:1 method="wB97M-V/def2-TZVPD" largest_force_ev_per_a=1.1 total_energy_ha=-855.2450 lumo_ev=0.04 e_homo_ev=-7.20 orbital_gap_ev=7.2384 smiles="CC1=C(/C=C/C(C)=C/C=C/C(C)=C/CO)C(C)(C)CCC1"
H 3.34896 -0.82092 -0.10635 0.09 0.01 0.04 0.340
H -1.97569 -2.53037 -1.04136 -0.05 0.09 0.08 0.274
C -1.28595 -4.30398 -2.03794 0.31 -0.75 -0.37 1.027
H -2.69221 3.46226 2.77538 -0.11 -0.02 0.10 0.443
C 2.67952 -0.76344 -0.96488 -0.17 -0.10 -0.04 -1.558
C -0.46911 -6.48431 -2.97132 0.06 0.17 -0.36 -0.582
H 0.97938 -2.78628 -1.72746 0.10 -0.09 -0.09 0.044
C 0.24888 1.70170 0.49916 0.44 -0.31 -0.23 -1.125
H -0.73987 -0.67029 -0.30947 -0.09 0.08 0.07 0.186
H 0.52908 1.63855 3.52638 0.12 -0.05 0.05 0.442
H 0.50124 -6.87219 -3.31070 -0.15 0.10 -0.02 0.368
H -0.87488 0.97274 2.69922 -0.04 -0.14 -0.02 0.407
H -2.90058 -5.70341 -1.96485 -0.09 -0.05 -0.03 0.360
C -2.70794 -4.69759 -2.32898 0.01 -0.09 0.01 -1.458
H -3.40943 -4.01315 -1.85947 -0.07 0.04 0.00 0.377
H -2.88804 -4.68521 -3.40456 -0.10 0.01 -0.07 0.292
H -1.13057 -6.39744 -3.84829 0.12 -0.02 0.08 0.293
H -0.93998 4.47929 4.02798 0.00 -0.08 0.06 0.429
H 1.65356 3.10873 -1.12689 0.08 0.01 -0.05 0.439
C -2.03693 3.30110 1.92177 0.19 0.02 0.02 -1.756
C 0.32890 2.99042 1.18411 0.00 0.29 0.14 -0.263
C 1.11525 3.99043 0.76472 0.09 0.04 -0.16 1.811
O -1.04221 -7.37864 -2.02719 -0.13 -0.27 0.28 -0.529
C -0.27782 -5.13819 -2.33844 -0.23 -0.04 0.08 -0.502
H 1.87728 4.86050 -1.02859 0.03 0.08 -0.03 0.497
H -2.12021 4.15379 1.25285 -0.06 0.08 -0.06 0.363
H -1.09300 1.95269 4.14990 -0.08 0.00 0.11 0.433
C -1.08297 -3.00800 -1.42810 0.55 0.74 0.26 -0.625
C 0.19258 -1.06504 -0.69213 0.49 0.81 0.37 0.175
C 0.08501 5.55125 2.45959 0.20 -0.07 0.11 -0.830
H 1.31286 6.11730 0.77996 0.08 -0.04 -0.01 0.409
H 2.66939 -1.73047 -1.45511 0.08 -0.05 -0.04 0.381
H 2.29484 1.35696 0.36663 0.09 0.11 0.07 0.456
H 0.75342 4.03256 3.80598 0.04 -0.04 0.08 0.372
C -0.16660 4.29540 3.27830 -0.12 0.10 -0.23 -1.245
H -0.81122 5.81784 1.89741 -0.03 0.06 -0.01 0.311
C 1.31107 0.96438 0.14290 -0.50 0.61 0.36 -0.380
C 1.31401 -0.32503 -0.51629 -0.43 -0.89 -0.37 1.055
H 3.09320 -0.03029 -1.65750 0.09 0.04 -0.04 0.322
C -0.50224 1.83643 3.24302 -0.04 0.21 -0.08 -1.969
H -0.74948 1.32461 0.32366 -0.13 -0.13 -0.08 0.286
H 2.18049 5.28135 2.06126 0.06 0.09 -0.04 0.360
H 3.00884 3.78923 -0.21869 0.13 0.00 -0.06 0.297
C 0.08495 -2.34232 -1.31835 -0.46 -0.64 -0.28 -0.646
C -0.58850 3.11347 2.39570 -0.01 -0.01 0.27 1.900
H -1.15216 -8.24038 -2.44312 0.01 0.07 0.00 0.299
H -2.38844 2.42126 1.38932 -0.09 -0.10 -0.09 0.391
H 0.32426 6.38883 3.11826 -0.06 0.04 -0.04 0.398
C 1.23891 5.29780 1.49971 -0.26 0.04 0.16 -0.862
H 0.73876 -4.87967 -2.08863 0.13 0.12 0.09 0.320
C 1.95764 3.92427 -0.47681 -0.08 -0.08 0.00 -2.228

=====

65
Properties=species:S:1:pos:R:3:forces:R:3:mulliken_charge:R:1 method="wB97M-V/def2-TZVPD" largest_force_ev_per_a=2.5 total_energy_ha=-1908.7126 lumo_ev=0.11 e_homo_ev=-10.58 orbital_gap_ev=10.6814 smiles="C[C@H]1COC(=O)O1.C[C@H]1COC(=O)O1.C[C@H]1COC(=O)O1.C[C@H]1COC(=O)O1.C[C@H]1COC(=O)O1"
H 14.74182 10.25528 -4.11368 0.50 0.62 -0.48 0.335
C 19.28395 1.33555 1.98261 0.27 -0.18 0.37 -0.136
H 17.21763 5.13539 3.15290 -0.42 0.04 -0.48 0.294
C 15.02338 4.94622 3.42106 -0.03 -0.93 -0.67 0.398
O 17.23834 3.86368 -1.52165 1.12 -0.59 0.97 -0.352
O 17.56174 1.33784 -4.30146 -0.32 -0.45 -0.54 -0.495
C 14.73160 6.34291 2.90705 1.03 -0.42 1.34 -0.432
H 16.50959 6.92018 -1.43317 -0.23 0.05 -0.01 0.130
C 20.78878 1.10201 -0.17283 -1.38 1.06 0.61 -1.252
H 18.76972 1.01081 -8.40478 -0.82 -0.19 0.24 0.333
H 16.10499 4.14672 -4.30578 0.35 0.91 -0.02 0.213
C 17.25178 4.20413 -0.21374 -0.07 0.34 -1.13 0.477
O 17.74549 3.55136 0.64248 0.02 -0.11 0.49 -0.450
H 17.63241 5.32528 -2.92094 0.05 -0.05 0.16 0.292
H 17.56024 2.94724 -8.01512 -0.32 0.51 0.31 0.236
C 15.25953 9.75215 -2.07694 0.08 -0.49 -0.84 -1.326
C 19.25585 4.07913 -7.28164 -0.30 0.61 1.37 -1.357
O 18.49769 0.72720 -6.27070 -0.36 0.34 -1.22 -0.377
O 14.59623 4.10002 2.30343 -0.79 1.24 -1.03 -0.369
H 14.78534 4.73398 -3.38296 -0.04 0.00 0.59 0.370
C 14.87836 10.80444 -3.18682 -0.47 -0.22 2.42 0.481
H 19.96673 1.59964 -0.69721 0.19 0.17 -0.16 0.278
C 15.12414 13.07335 -2.98944 0.95 1.70 0.51 0.635
H 15.60955 8.80578 -2.49635 0.23 0.21 -0.35 0.210
O 13.85106 12.88243 -2.65338 -0.70 -0.24 -1.05 -0.335
H 18.51078 1.00677 1.28997 -0.21 0.05 0.28 0.247
H 18.67700 4.91717 -6.88105 -0.11 -0.01 -0.05 0.319
C 16.46702 4.64573 3.77561 0.33 0.18 0.48 -1.454
O 13.71826 6.14329 1.97406 -0.64 0.07 -0.82 -0.349
H 15.11373 5.71314 -1.41158 -0.15 0.67 0.50 0.377
O 21.07832 -0.98888 3.76283 0.56 -0.54 0.14 -0.515
H 19.67381 4.47859 -8.20243 -0.14 -0.79 -0.37 0.370
H 19.04685 2.24811 2.52223 -0.38 0.24 -0.68 0.183
O 17.72153 2.77788 -5.96450 -0.36 1.06 -0.34 -0.227
H 21.73193 1.55443 -0.46501 0.13 -0.69 -0.54 0.319
H 16.69858 3.58265 3.74241 -0.28 -0.06 0.05 0.318
C 18.32586 2.87434 -7.23800 -0.12 -0.15 -1.88 0.434
C 16.18498 5.89085 -1.32354 0.04 -0.88 -0.42 -0.388
C 18.93079 1.49717 -7.44654 1.77 -0.55 1.24 -0.442
H 21.04192 2.40585 1.53876 0.45 -0.20 -0.05 0.217
H 16.02408 10.05007 -1.36124 -0.11 0.52 -0.11 0.378
H 15.64341 6.76441 2.47867 -0.23 0.20 -0.32 0.265
O 19.48245 0.40290 3.04174 0.00 -0.91 0.11 -0.369
H 16.70733 5.00744 4.77856 -0.29 -0.12 0.13 0.468
H 20.62082 0.03786 -0.31587 0.62 -0.07 -0.22 0.365
C 20.64867 1.41212 1.30881 0.32 -0.05 -0.18 0.489
C 17.85433 1.56463 -5.43766 0.83 -0.31 1.38 0.615
H 12.70843 11.20134 -3.32393 -0.13 0.57 -0.05 0.309
H 14.29419 4.70932 4.19574 0.37 -0.09 0.43 0.402
C 13.77870 4.87182 1.47737 1.74 0.02 1.76 0.638
H 14.40786 6.92696 3.76786 -0.23 0.41 -0.38 0.362
H 13.44227 11.22647 -1.67606 -0.64 -0.27 -0.17 0.333
H 20.04950 3.95436 -6.54132 0.19 -0.18 -0.20 0.353
C 15.75505 4.25230 -3.26835 0.47 -0.27 -2.23 -1.248
O 16.65043 5.40357 -0.05486 -0.02 0.17 0.12 -0.348
C 13.56544 11.49768 -2.72420 0.57 -0.82 1.07 -0.499
C 16.79544 4.91184 -2.35496 -1.20 -0.40 -0.19 0.565
O 15.64511 14.14950 -2.99492 -0.13 -0.46 -0.21 -0.535
H 20.02017 1.52539 -7.35729 0.04 0.15 0.06 0.238
C 20.71100 -0.17157 2.99859 -0.53 1.59 -1.06 0.549
O 13.25340 4.53379 0.48246 -0.45 -0.55 -0.62 -0.515
O 21.42520 0.39563 1.96179 -0.13 -0.48 1.39 -0.388
H 14.37246 9.43485 -1.52734 -0.07 0.30 0.08 0.393
H 15.68602 3.16666 -3.17873 -0.36 0.13 1.29 0.348
O 15.78435 11.92999 -3.20826 -0.08 -1.43 -0.83 -0.382

=====

69
Properties=species:S:1:pos:R:3:forces:R:3:mulliken_charge:R:1 method="wB97M-V/def2-TZVPD" largest_force_ev_per_a=8.1 total_energy_ha=-5423.5446 lumo_ev=-3.98 charge=+1 e_homo_ev=-11.72 orbital_gap_ev=7.7327
C -2.24788 -1.06371 3.01575 0.28 -0.29 -0.08 -0.843
S 0.49572 0.28760 -2.51631 0.88 0.27 0.63 -0.053
O -6.54601 2.78788 1.88794 0.62 -3.56 -1.59 -0.317
H -2.49696 -3.73242 -0.79107 -1.52 1.18 1.10 0.245
H 0.58434 -2.39649 1.88977 2.24 -0.23 -0.84 0.001
C -1.20531 3.65347 -3.80476 0.02 -1.30 0.46 -0.421
F 4.12895 -3.10968 -2.02599 -0.25 -0.25 -0.01 -0.281
C 4.64685 -2.08183 -2.73520 -0.32 -0.79 0.03 0.240
H -0.54418 3.84976 -0.18651 -0.08 -1.45 -1.89 0.439
C -4.35437 0.60375 0.93669 -0.21 0.08 0.06 -0.481
O -2.41051 -3.45412 2.17996 -1.36 7.70 -2.27 -0.591
H -2.75612 3.74000 -2.13543 2.43 1.14 0.13 0.227
H -3.69222 0.82675 -1.21860 1.05 -0.85 2.18 0.331
C -2.33040 -0.82160 -0.33120 -2.63 0.41 -1.83 -0.694
H -3.22601 -0.80833 3.60579 1.79 -0.42 -1.33 0.338
H 2.06434 -1.21479 -0.60972 -1.28 -1.67 0.97 -0.317
H -0.53656 -0.57507 0.87437 -0.74 -0.20 -1.13 0.308
N -6.24815 1.67871 1.47412 -1.43 3.86 1.93 0.017
H 1.88927 0.59854 -2.40550 -1.78 -0.39 0.41 0.170
H 3.22273 -0.68684 1.54064 -1.20 -1.62 1.25 0.283
H -0.40568 -2.29979 -1.71003 0.49 1.35 2.50 0.443
H 2.53971 4.23997 4.60396 0.41 -2.70 0.22 0.327
N -3.02425 -1.88924 0.43038 1.98 -0.61 1.73 0.625
S 1.78466 -0.87338 3.69908 0.87 2.04 0.17 -0.085
H -1.83086 1.54883 -2.07865 0.45 0.30 2.18 0.255
C -2.59100 -2.14882 1.82859 1.45 -6.18 1.70 0.605
O 6.08588 -0.34932 -2.48776 -1.30 0.64 -0.16 -0.325
H 3.55070 -2.25086 2.62126 -1.70 1.87 -1.04 0.383
H 0.41436 3.17977 -1.77857 -2.18 0.00 1.68 0.216
H -4.11905 -3.84359 0.19822 1.67 1.72 -0.77 0.336
C 1.44045 -2.11511 -0.20556 -0.21 -1.07 -0.87 0.296
H 4.58774 -2.30075 -3.80669 -0.13 -0.10 0.16 0.275
H -1.50370 -1.57862 3.79084 -1.74 0.89 -2.00 0.278
I 1.22322 1.45586 0.62517 -0.61 -0.85 -0.51 0.375
N 3.84059 2.33989 5.45891 -4.67 0.77 -3.54 -0.271
C -1.35191 1.76427 -1.02011 1.29 0.61 -0.43 0.269
H -1.87645 2.75861 -4.21063 1.36 2.11 0.83 0.286
C 1.65752 -2.48115 1.37440 -0.94 0.34 0.06 -0.407
C -3.15901 0.58031 -0.17818 -1.38 1.53 0.10 -0.113
H -0.09490 3.29120 -3.89522 -2.11 0.92 0.26 0.214
C 2.51586 0.73372 4.32069 3.49 3.40 2.34 0.223
H 1.81282 -3.06883 -0.82017 -0.91 2.21 1.19 0.300
C 2.71287 -1.52247 2.18170 1.42 -1.37 -0.09 -0.602
C -1.62309 4.08614 -2.24442 0.36 -0.65 -1.31 -0.640
C 4.79497 0.10271 -2.51419 0.19 3.22 -0.09 0.614
H -2.44081 -1.11953 -1.48588 0.33 0.62 2.62 0.550
N 3.70189 0.95478 5.23733 -5.01 2.06 -3.58 -0.191
H -1.72691 -0.08641 2.63754 -1.17 -1.64 0.60 0.193
O 4.48373 1.27932 -2.59540 0.41 -2.82 0.31 -0.521
O -5.22797 1.76805 0.56216 1.79 -1.20 0.15 -0.131
N -0.81890 -0.69816 -0.14602 0.37 -0.67 0.94 1.099
O -2.30478 1.77117 0.09687 0.60 -2.36 -2.45 -0.398
C -3.39476 -3.11265 -0.36403 -1.05 -0.88 -1.71 -0.689
H 1.95557 -3.61325 1.45360 -0.47 2.35 -0.05 0.450
H -4.00206 -2.72808 -1.31669 1.30 -0.72 2.09 0.308
Br -1.40053 5.18564 -5.11128 0.05 -1.16 1.04 -0.165
H -1.47981 5.24629 -2.19495 -0.43 -2.33 0.24 0.506
O 1.95185 2.08456 3.99621 2.94 -0.39 2.10 -0.163
C 6.01665 -1.74193 -2.25583 1.18 -0.59 0.14 -0.416
O 3.89948 -0.92209 -2.44655 0.46 0.46 -0.28 -0.131
C -0.61909 3.25821 -1.19325 -1.37 0.27 -1.32 -0.564
C -0.18841 -2.00802 -0.57272 1.85 -3.39 -0.35 -1.040
H -5.08105 -0.32529 0.91334 1.92 1.67 0.10 0.263
H -3.98804 0.87342 2.04078 -0.44 -0.97 -2.58 0.268
C 2.76342 3.09547 4.70135 2.16 -5.92 1.06 0.023
H -0.64174 -2.93614 0.02995 0.58 2.50 -0.99 0.315
H 6.79516 -2.27115 -2.81192 -0.08 0.27 0.05 0.299
H 6.15255 -1.93903 -1.18715 -0.23 -0.10 -0.11 0.285
C -0.22441 0.54389 -0.81523 0.23 2.93 -0.51 -1.627

=====

76
Properties=species:S:1:pos:R:3:forces:R:3:mulliken_charge:R:1 method="wB97M-V/def2-TZVPD" largest_force_ev_per_a=3.8 total_energy_ha=-5152.0303 lumo_ev=0.08 e_homo_ev=-8.97 orbital_gap_ev=9.0516 smiles="CCOC(=O)C(F)(F)F.CCOC(=O)C(F)(F)F.CCOC(=O)C(F)(F)F.ClC(Cl)Cl.ClC(Cl)Cl.CN(C)C=O.CN(C)C=O"
F -15.63304 4.72674 15.41953 -1.36 0.43 -0.86 -0.254
C -13.04894 4.63355 11.33356 0.19 -0.31 1.27 -0.678
H -14.98010 2.04876 10.76303 0.02 0.07 0.28 0.413
Cl -18.61333 4.31010 12.41192 -0.59 -0.34 -0.06 -0.075
F -15.84470 -2.52759 10.07432 -0.17 -0.04 -0.10 -0.235
C -15.93103 2.57721 10.83084 -0.74 -0.77 -0.43 -0.654
C -16.73277 0.51732 15.70433 -0.79 -1.49 -0.75 -0.068
H -15.79836 3.58389 10.43451 0.08 0.05 0.13 0.399
O -18.18492 -3.99468 15.28559 -1.98 1.13 1.18 -0.517
H -14.62045 -2.08565 7.19014 0.03 -0.28 0.23 0.190
H -16.32049 2.64699 11.84649 0.22 -0.16 -0.03 -0.071
O -15.42785 -0.16253 8.73688 -2.85 -0.52 1.73 -0.547
H -15.05510 -6.47565 13.67548 -0.26 0.25 0.19 0.334
H -10.99245 -1.25047 6.39192 -0.19 0.08 -1.18 0.352
Cl -20.34459 3.34970 10.24778 0.00 0.12 0.22 -0.140
H -13.02192 -2.86216 7.08057 -0.04 -0.16 0.04 0.392
C -14.45397 4.31780 15.81018 1.34 1.10 -0.51 0.901
C -13.85653 -4.74817 11.27397 1.18 0.10 -1.08 0.115
C -21.04450 -2.12441 12.82834 0.30 0.28 0.57 -1.339
H -15.45374 -3.81448 13.93620 0.28 -0.61 0.19 0.368
H -14.88188 -0.61891 5.69899 -0.24 0.58 -0.42 0.289
H -17.88992 2.39925 9.85565 0.06 -0.29 0.28 -0.057
F -20.14898 -4.72719 17.42084 0.66 0.16 -0.59 -0.275
C -16.44862 -0.37390 9.41551 3.22 0.21 -2.02 0.432
C -19.19185 -3.41771 15.67248 0.71 -0.14 -3.28 0.342
N -13.10914 -0.84881 6.56484 1.78 0.21 1.10 0.166
H -11.47246 0.51116 6.45365 0.05 -0.29 -0.01 0.313
C -15.43107 -3.86121 12.84744 -0.71 0.22 1.13 -1.090
F -14.30384 4.80876 17.04793 0.64 -0.46 -0.35 -0.256
F -17.25348 -2.37815 8.43605 -0.51 0.39 1.43 -0.257
O -13.11956 4.14174 13.68640 -1.06 -0.07 2.24 -0.249
O -12.91203 6.01976 14.97470 -0.60 -1.86 0.02 -0.526
O -20.02620 -2.67597 14.86868 0.97 -1.27 1.78 -0.204
H -14.38282 -7.22967 12.32208 0.43 0.96 -0.91 0.286
C -11.67920 -0.50431 6.79158 -0.47 -0.41 0.03 -0.994
H -13.54277 -3.69290 11.26187 0.03 0.13 -0.55 0.393
O -13.46237 0.82199 5.01786 -1.53 -2.42 1.58 -0.649
Cl -20.21564 1.80887 12.73583 0.30 0.84 -0.34 -0.045
C -13.88509 -0.15135 5.70043 1.93 1.40 -0.66 0.263
F -14.46346 3.00736 15.82195 0.24 -1.13 0.34 -0.228
F -17.84659 -1.97029 10.59897 -0.26 -0.07 -0.99 -0.184
H -16.01984 -6.48209 12.21133 -0.05 -0.69 -0.02 0.336
H -11.69247 5.44588 12.85128 0.22 -0.34 0.21 0.369
C -19.73561 -2.58650 13.46293 -0.67 0.37 -0.11 0.243
H -12.43391 4.99368 10.50884 -0.17 -0.15 -0.03 0.435
Cl -16.45162 0.59755 13.92072 0.16 0.66 0.81 -0.030
C -19.74012 -3.46488 17.09216 -0.71 -1.61 0.47 0.853
H -18.95552 -1.83338 13.35168 0.21 -0.23 -0.19 0.060
H -13.40777 -1.84147 8.46745 0.03 0.43 -0.13 0.347
Cl -16.32390 -1.18132 16.13110 0.07 0.60 0.34 -0.099
N -14.66413 -4.97085 12.29131 -0.18 -0.41 0.94 0.203
C -12.19903 4.50767 12.62484 -1.12 0.24 -0.66 -0.374
C -13.35626 4.90130 14.79999 0.88 1.69 -1.22 0.352
H -19.46166 -3.56126 13.05930 0.38 0.10 0.18 0.296
O -17.17324 0.50524 10.02002 -0.83 0.46 0.76 -0.209
H -16.47756 2.13414 8.87326 -0.16 -0.68 -0.26 0.380
C -20.12464 3.46798 11.99767 -0.22 -0.69 0.32 -0.153
H -16.48865 -3.84114 12.58435 -0.16 -0.59 -0.38 0.325
H -21.48146 -1.32549 13.42741 0.15 0.15 0.06 0.337
C -13.55656 -1.96579 7.39483 -0.49 0.00 -1.17 -1.013
H -13.89815 5.28935 11.52556 0.16 0.28 -0.15 0.288
H -21.77526 -2.93225 12.86681 0.07 0.00 -0.52 0.341
H -11.58884 3.60991 12.52590 0.52 0.50 0.17 0.269
H -16.16205 1.20586 16.32746 0.03 -0.04 -0.57 0.301
H -20.98298 3.99597 12.41307 0.40 0.09 -0.12 0.405
F -20.76338 -2.71407 17.32580 -2.11 1.46 -0.62 -0.240
Cl -18.47724 0.75182 15.99210 0.48 0.21 0.11 -0.101
C -16.91386 1.91416 9.84760 0.54 1.33 -0.34 -0.221
C -15.00382 -6.37529 12.59132 -1.62 0.74 1.20 -0.943
C -16.91925 -1.84149 9.64453 1.27 0.04 -0.42 0.793
H -11.37608 -0.67797 7.82408 -0.77 0.73 0.56 0.322
F -18.85571 -3.07867 17.94763 2.39 0.11 1.20 -0.235
H -15.12682 -2.84343 12.60322 0.83 -0.39 -0.65 0.309
H -20.84427 -1.70145 11.84390 -0.26 -0.41 -0.17 0.362
H -13.47214 3.64318 11.16573 0.18 0.12 -0.46 -0.024
O -13.44360 -5.60625 10.51308 0.19 0.35 0.04 -0.639